Version 1
Molecular formula: C3H6N2
Method: DFT, wB97M-V/def2-TZVPD

Geometry as ORCA input:
```
! RIJCOSX wB97M-V def2-TZVPD def2/J DEFGRID3
* xyz 0 1
H 0.754 2.450 -0.762
N 1.410 1.956 -0.116
C 0.974 0.817 0.233
N -0.271 0.247 -0.110
C -0.569 -1.004 0.340
C -1.408 -1.938 -0.243
H 1.586 0.306 0.901
H -0.879 0.589 -0.877
H -0.020 -1.137 1.261
H -1.329 -2.939 0.265
H -2.067 -1.941 -1.188
*
```

## Properties
- SMILES: [H]/N=C\NC=C
- Frontier orbital gap: 9.541 eV
- LUMO level: 1.081 eV

Atomic partial charges in e from the Mulliken method, atoms 1 to 2: 0.212 -0.584

=====

Version 2
Molecular formula: C3H6N2
Method: DFT, wB97M-V/def2-TZVPD

Geometry as ORCA input:
```
! RIJCOSX wB97M-V def2-TZVPD def2/J DEFGRID3
* xyz 0 1
N 0.230 -0.012 0.346
C -1.159 -0.066 0.219
C 0.954 1.212 -0.213
C 1.167 -0.083 -0.861
N -1.820 -0.745 1.043
H 0.559 -0.531 1.161
H -2.826 -0.705 0.919
H -1.523 0.524 -0.627
H 1.765 1.461 0.487
H 0.623 -0.320 -1.770
H 2.031 -0.736 -0.704
*
```

## Properties
- Frontier orbital gap: 8.575 eV
- LUMO level: 1.038 eV

Atomic partial charges in e from the Mulliken method, atoms 1 to 2: -0.136 0.053

=====

Version 3
Molecular formula: C3H6N2
Method: DFT, wB97M-V/def2-TZVPD

Geometry as ORCA input:
```
! RIJCOSX wB97M-V def2-TZVPD def2/J DEFGRID3
* xyz 0 1
C 0.463 1.214 1.747
N 0.598 0.370 0.760
N -0.348 0.302 -0.356
C 0.198 -0.351 -1.512
C -0.648 -1.143 -0.633
H 1.084 1.324 2.668
H -0.398 1.874 1.854
H 1.258 -0.486 -1.357
H -0.240 0.159 -2.415
H -0.197 -1.818 -0.151
H -1.771 -1.445 -0.607
*
```

## Properties
- SMILES: C=NN1CC1
- Frontier orbital gap: 10.161 eV
- LUMO level: 1.305 eV

Atomic partial charges in e from the Mulliken method, atoms 1 to 2: -0.250 -0.388

=====

Version 4
Molecular formula: C3H6N2
Method: DFT, wB97M-V/def2-TZVPD

Geometry as ORCA input:
```
! RIJCOSX wB97M-V def2-TZVPD def2/J DEFGRID3
* xyz 0 1
C -0.359 -0.845 -0.936
C 0.236 -1.266 0.428
C -0.095 0.403 -0.109
N -0.516 1.468 0.759
N 0.696 1.553 -0.062
H 0.304 -1.103 -1.716
H -1.428 -1.045 -1.103
H -0.310 -1.332 1.292
H 1.329 -1.223 0.464
H -1.287 2.032 0.296
H 1.431 1.359 0.687
*
```

## Properties
- SMILES: C1CC12NN2
- Frontier orbital gap: 9.700 eV
- LUMO level: 1.218 eV

Atomic partial charges in e from the Mulliken method, atoms 1 to 2: -0.364 -0.792

=====

In eV, relative to the most stable structure: version 1 0.000; version 2 2.431; version 3 2.542; version 4 3.149.

=====

Version 1
Molecular formula: C3H6N2
Method: DFT, wB97M-V/def2-TZVPD

Geometry as ORCA input:
```
! RIJCOSX wB97M-V def2-TZVPD def2/J DEFGRID3
* xyz 0 1
N -2.104 -0.831 -2.098
C -1.667 -0.714 -1.066
C -1.076 -0.627 0.206
C -0.023 0.485 0.144
N 0.760 0.178 -1.045
H -0.555 -1.510 0.360
H -1.867 -0.535 1.014
H -0.448 1.502 0.106
H 0.688 0.292 0.863
H 0.275 0.472 -1.908
H 1.714 0.586 -0.899
*
```

## Properties
- SMILES: N#CCCN
- Frontier orbital gap: 10.597 eV
- LUMO level: 0.867 eV

Atomic partial charges in e from the Mulliken method, atoms 1 to 2: -0.402 0.280

=====

Version 2
Molecular formula: C3H6N2
Method: DFT, wB97M-V/def2-TZVPD

Geometry as ORCA input:
```
! RIJCOSX wB97M-V def2-TZVPD def2/J DEFGRID3
* xyz 0 1
H -3.012 0.090 0.191
N -1.969 0.446 0.339
C -1.247 -0.362 -0.298
N 0.119 -0.180 -0.353
C 1.064 0.829 -0.149
C 1.251 -0.501 0.379
H -1.640 -1.162 -0.844
H 0.903 1.689 0.468
H 1.575 1.049 -1.087
H 1.094 -0.728 1.470
H 1.862 -1.169 -0.116
*
```

## Properties
- SMILES: [H]/N=C/N1CC1
- Frontier orbital gap: 9.974 eV
- LUMO level: 1.102 eV

Atomic partial charges in e from the Mulliken method, atoms 1 to 2: 0.247 -0.578

=====

In eV, relative to the most stable structure: version 1 0.000; version 2 1.687.

=====

Version 1
Molecular formula: C3H6N2
Method: DFT, wB97M-V/def2-TZVPD

Geometry as ORCA input:
```
! RIJCOSX wB97M-V def2-TZVPD def2/J DEFGRID3
* xyz 0 1
C -1.611 0.911 0.743
N -0.336 0.673 0.983
N 0.419 0.635 -0.255
C 1.511 -0.385 0.032
C 0.368 -0.745 -0.871
H -1.887 1.288 -0.474
H -2.330 0.822 1.596
H 1.379 -0.802 0.962
H 2.551 -0.330 -0.419
H 0.408 -0.783 -1.946
H -0.473 -1.284 -0.350
*
```

## Properties
- SMILES: C=NN1CC1
- Frontier orbital gap: 10.303 eV
- LUMO level: 1.075 eV

Atomic partial charges in e from the Mulliken method, atoms 1 to 2: -0.285 -0.349

=====

Version 2
Molecular formula: C3H6N2
Method: DFT, wB97M-V/def2-TZVPD

Geometry as ORCA input:
```
! RIJCOSX wB97M-V def2-TZVPD def2/J DEFGRID3
* xyz 0 1
H 1.415 1.382 0.288
N 1.915 0.354 0.135
C 1.355 -0.652 -0.246
N -0.148 -0.737 -0.347
C -0.993 0.400 -0.642
C -0.915 -0.307 0.687
H 1.773 -1.505 -0.735
H -1.750 0.221 -1.387
H -0.611 1.479 -0.395
H -0.411 0.342 1.513
H -1.631 -0.976 1.129
*
```

## Properties
- SMILES: [H]/N=C\N1CC1
- Frontier orbital gap: 10.383 eV
- LUMO level: 1.111 eV

Atomic partial charges in e from the Mulliken method, atoms 1 to 2: 0.289 -0.567

=====

Version 3
Molecular formula: C3H6N2
Method: DFT, wB97M-V/def2-TZVPD

Geometry as ORCA input:
```
! RIJCOSX wB97M-V def2-TZVPD def2/J DEFGRID3
* xyz 0 1
C -0.895 -0.209 -0.279
C 0.170 -1.036 0.141
C -2.056 0.381 -0.244
N 1.245 -0.353 -0.599
N 1.973 0.532 0.104
H 0.429 -0.764 1.161
H 0.163 -2.039 -0.107
H -2.819 -0.155 0.303
H -2.269 1.350 -0.794
H 1.674 1.089 0.940
H 2.386 1.204 -0.626
*
```

## Properties
- Frontier orbital gap (alpha / beta): 8.545 / 8.283 eV
- LUMO level (alpha / beta): 0.981 / 0.682 eV

Atomic partial charges in e from the Mulliken method, atoms 1 to 2: -0.021 -0.172

=====

Version 4
Molecular formula: C3H6N2
Method: DFT, wB97M-V/def2-TZVPD

Geometry as ORCA input:
```
! RIJCOSX wB97M-V def2-TZVPD def2/J DEFGRID3
* xyz 0 1
C 0.989 0.957 0.063
N -0.239 1.372 0.022
C -1.155 0.219 -0.007
C -0.172 -0.878 0.011
N 1.156 -0.364 0.092
H 1.707 1.893 -0.150
H -1.791 0.219 0.987
H -1.820 0.393 -0.842
H -0.164 -1.280 1.097
H -0.340 -1.485 -0.913
H 1.828 -1.047 -0.359
*
```

## Properties
- SMILES: C1=NCCN1
- Frontier orbital gap: 9.247 eV
- LUMO level: 0.925 eV

Atomic partial charges in e from the Mulliken method, atoms 1 to 2: -0.066 -0.512

=====

In eV, relative to the most stable structure: version 1 1.651; version 2 0.950; version 3 3.408; version 4 0.000.

=====

Version 1
Molecular formula: C4H6N4O
Method: DFT, wB97M-V/def2-TZVPD

Geometry as ORCA input:
```
! RIJCOSX wB97M-V def2-TZVPD def2/J DEFGRID3
* xyz 0 1
C 0.440 1.299 -1.540
C -0.129 0.177 0.001
C -2.126 -0.305 1.177
C -1.168 0.086 2.140
H 2.795 -1.646 -0.502
H 0.471 2.124 -2.369
H -2.764 -1.346 0.867
H -2.325 0.428 0.375
H -1.053 -0.449 3.196
H -0.998 1.248 2.311
N 1.080 -0.351 -0.570
N 1.451 0.382 -1.583
N -0.453 1.366 -0.558
N -0.746 -0.700 0.935
O 1.556 -1.598 -0.263
*
```

## Properties
- Frontier orbital gap: 8.749 eV
- LUMO level: 0.061 eV

Atomic partial charges in e from the Mulliken method, atoms 1 to 2: -0.104 0.241

=====

Version 2
Molecular formula: C4H6N4O
Method: DFT, wB97M-V/def2-TZVPD

Geometry as ORCA input:
```
! RIJCOSX wB97M-V def2-TZVPD def2/J DEFGRID3
* xyz 0 1
N -1.531 0.145 2.646
C -0.777 0.644 1.913
C 0.302 0.822 0.956
N 0.171 0.579 -0.508
C 0.957 -0.302 0.251
N 2.314 -0.042 0.068
C 0.519 -1.609 0.625
N 0.134 -2.650 0.872
H 0.925 1.737 1.214
H -0.797 0.257 -0.858
H 2.620 0.934 0.335
H 2.500 -0.193 -0.972
O -2.392 -0.253 -1.818
H -2.349 -0.709 -2.598
H -2.596 0.641 -2.126
*
```

## Properties
- SMILES: N#C[C@@H]1N[C@]1(N)C#N.O
- Frontier orbital gap: 10.582 eV
- LUMO level: 0.389 eV

Atomic partial charges in e from the Mulliken method, atoms 1 to 2: -0.431 0.059

=====

In eV, relative to the most stable structure: version 1 4.009; version 2 0.000.

=====

Version 1
Molecular formula: C12H20O
Method: DFT, wB97M-V/def2-TZVPD

Geometry as ORCA input:
```
! RIJCOSX wB97M-V def2-TZVPD def2/J DEFGRID3
* xyz 0 1
C 1.614 0.667 -0.795
C 0.983 1.257 0.477
C 1.481 0.565 1.733
C 1.025 -0.731 1.996
C 1.532 -1.466 3.048
C 2.474 -0.870 3.885
O 3.056 -1.532 4.927
C 3.023 0.372 3.586
C 2.508 1.071 2.507
H 1.048 1.091 -1.625
H 1.520 -0.423 -0.835
H 2.663 0.949 -0.892
H 1.200 2.325 0.570
H -0.103 1.132 0.403
H 0.412 -1.235 1.247
H 1.230 -2.469 3.343
H 2.743 -2.426 5.124
H 3.806 0.686 4.253
H 2.944 2.041 2.294
C -1.471 0.970 -2.712
C -2.377 -0.127 -2.115
C -3.836 0.310 -2.051
C -2.271 -1.387 -2.970
H -1.540 1.824 -2.042
H -1.751 1.040 -3.769
H -0.477 0.538 -2.796
H -2.058 -0.368 -1.094
H -4.223 0.358 -3.070
H -4.470 -0.273 -1.393
H -3.960 1.346 -1.734
H -1.247 -1.767 -2.954
H -2.862 -2.216 -2.553
H -2.617 -1.256 -3.995
*
```

## Properties
- SMILES: CCc1ccc(O)cc1.CC(C)C
- Frontier orbital gap: 9.125 eV
- LUMO level: 0.834 eV

Atomic partial charges in e from the Mulliken method, atoms 1 to 2: -0.874 -0.738

=====

Version 2
Molecular formula: C12H20O
Method: DFT, wB97M-V/def2-TZVPD

Geometry as ORCA input:
```
! RIJCOSX wB97M-V def2-TZVPD def2/J DEFGRID3
* xyz 0 1
C 0.875 0.737 1.218
C 2.002 0.396 1.797
C -0.820 -1.441 -0.376
C -1.798 -0.626 0.564
C -0.417 0.890 -0.742
C -0.552 -0.436 -1.501
C -1.234 0.885 0.507
C 1.966 0.185 3.282
C 3.271 0.376 1.036
C -1.772 -0.256 -2.493
C 0.708 -0.789 -2.251
C -2.341 1.925 0.587
O -0.395 1.117 1.669
H 0.037 -1.598 0.209
H -1.219 -2.356 -0.828
H -2.846 -0.839 0.367
H -1.820 -0.992 1.661
H -0.291 1.911 -1.279
H 2.747 0.883 3.678
H 1.010 0.593 3.678
H 2.278 -0.773 3.418
H 3.473 -0.720 0.818
H 3.168 0.999 0.172
H 4.105 0.700 1.750
H -2.346 -1.247 -2.591
H -1.326 -0.042 -3.447
H -2.388 0.577 -2.182
H 0.969 -0.159 -3.159
H 0.558 -1.842 -2.557
H 1.668 -0.867 -1.529
H -2.737 2.092 -0.427
H -1.700 2.765 1.026
H -3.070 1.577 1.345
*
```

## Properties
- Frontier orbital gap (alpha / beta): 8.356 / 8.302 eV
- LUMO level (alpha / beta): 0.534 / 0.536 eV

Atomic partial charges in e from the Mulliken method, atoms 1 to 2: -0.420 1.220

=====

In eV, relative to the most stable structure: version 1 0.000; version 2 4.998.

=====

Version 1
Molecular formula: C13H10AlN2O4S
Method: DFT, wB97M-V/def2-TZVPD

Geometry as ORCA input:
```
! RIJCOSX wB97M-V def2-TZVPD def2/J DEFGRID3
* xyz 3 1
Al -0.872 0.512 -0.899
C -2.442 -0.572 -1.106
O -3.324 -1.304 -1.289
C -2.121 2.323 -1.605
O -2.930 3.080 -1.918
C -0.356 0.347 -2.989
O -0.440 0.057 -4.099
C -0.837 1.888 0.829
O -0.920 2.473 1.801
C 1.834 2.850 -1.369
H 1.941 2.482 -0.324
H 2.172 2.082 -2.095
C 0.767 3.636 -1.667
H 0.268 3.529 -2.627
H 0.101 3.975 -0.877
N 2.149 -0.602 -1.707
C 1.636 -1.064 -0.462
N 0.469 -0.642 -0.010
C 0.077 -1.229 1.213
C -1.110 -0.988 1.875
C -1.438 -1.804 2.944
C -0.544 -2.836 3.334
C 0.662 -3.062 2.629
C 0.973 -2.249 1.562
S 2.343 -2.381 0.397
H 2.635 -1.386 -2.147
H 2.887 0.095 -1.561
H -1.777 -0.193 1.557
H -2.376 -1.678 3.509
H -0.780 -3.471 4.191
H 1.353 -3.869 2.912
*
```

## Properties
- Frontier orbital gap: 5.551 eV
- LUMO level: -13.539 eV

Atomic partial charges in e from the Mulliken method, atoms 1 to 2: -0.069 0.608

=====

Version 2
Molecular formula: C13H10AlN2O4S
Method: DFT, wB97M-V/def2-TZVPD

Geometry as ORCA input:
```
! RIJCOSX wB97M-V def2-TZVPD def2/J DEFGRID3
* xyz 3 1
Al 0.034 -0.311 -0.048
C -0.090 1.069 1.725
O -0.046 1.564 2.773
C -0.011 1.858 -0.930
O -0.007 2.907 -1.386
C -2.083 -0.066 0.006
O -3.233 0.016 -0.002
C 2.126 0.053 -0.156
O 3.277 -0.014 -0.070
C 0.003 -1.705 -1.554
H 0.928 -2.300 -1.470
H -0.920 -2.303 -1.498
C 0.004 -0.439 -2.224
H -0.915 -0.070 -2.709
H 0.920 -0.066 -2.708
N -1.111 -2.959 0.766
C -0.018 -2.661 1.587
N 0.621 -1.515 1.507
C 1.616 -1.350 2.526
C 2.427 -0.245 2.826
C 3.310 -0.314 3.930
C 3.341 -1.482 4.727
C 2.496 -2.560 4.416
C 1.643 -2.500 3.331
S 0.475 -3.718 2.864
H -1.793 -3.463 1.328
H -0.842 -3.632 0.043
H 2.430 0.688 2.237
H 3.972 0.532 4.178
H 4.019 -1.540 5.586
H 2.474 -3.466 5.004
*
```

## Properties
- Frontier orbital gap: 5.189 eV
- LUMO level: -13.463 eV

Atomic partial charges in e from the Mulliken method, atoms 1 to 2: 0.480 0.336

=====

In eV, relative to the most stable structure: version 1 0.736; version 2 0.000.